# CH4FN3O

CH4FN3O as an isolated structure in a non-equilibrium geometry (ωB97M-V with the def2-TZVPD basis set, OMol25).

```
10
CH4FN3O | OMol25 | ωB97M-V with the def2-TZVPD basis set
C -0.93852 -0.24380 0.12367
N -1.45502 0.96918 0.06586
N 1.43898 -1.10539 0.15556
N 0.90043 0.06821 -0.35581
O -1.29593 -1.33876 0.35954
F 1.26182 1.29720 0.51618
H -0.87900 1.72560 -0.18796
H -2.48280 1.05678 0.13124
H 2.40729 -0.97288 -0.09997
H 1.15815 -1.58596 1.06480
```

Results
Energy relative to the best compared isomer or geometry (same formula, charge and spin): 2.025 eV
Highest occupied orbital energy: -9.5 eV
Maximum force: 4.592 eV Å⁻¹
Calculated total energy: -10333.8038 eV
Molecular weight: 93.1 g mol⁻¹


# CH4FNO2

A 2-piece molecular cluster, CH4FNO2 overall in a non-equilibrium geometry (ωB97M-V with the def2-TZVPD basis set, OMol25).

```
9
CH4FNO2 | OMol25 | ωB97M-V with the def2-TZVPD basis set
C 0.35427 -0.11764 -0.52079
N 1.07648 -0.37041 0.56753
O -0.64422 -1.01331 -0.91000
O -0.13782 1.20195 -0.51167
F -0.66908 0.64206 1.90475
H 1.16929 -0.14648 -1.30437
H 0.75756 -1.19617 1.03158
H -1.54311 -0.58475 -0.62982
H -0.36337 1.58475 0.37279
```

Results
Energy relative to the best compared isomer or geometry (same formula, charge and spin): 6.258 eV
Highest occupied orbital energy (alpha / beta): -11.5 / -11.5 eV
Maximum force: 4.047 eV Å⁻¹
Calculated total energy: -9399.0948 eV
Molecular weight: 81.0 g mol⁻¹


# CH4FNO2

The molecule CH4FNO2 in a non-equilibrium geometry (ωB97M-V with the def2-TZVPD basis set, OMol25).

```
9
CH4FNO2 | OMol25 | ωB97M-V with the def2-TZVPD basis set
O -0.01532 1.41338 0.56691
C 0.31743 0.32942 -0.25261
O 1.48664 -0.35760 0.06364
N -0.85770 -0.50712 -0.17086
F -1.17588 -1.15719 -1.32844
H -0.91665 1.19201 0.91057
H 0.40630 0.77079 -1.18161
H 1.51036 -0.36985 0.98851
H -0.75519 -1.31383 0.40388
```

Results
Energy relative to the best compared isomer or geometry (same formula, charge and spin): 3.580 eV
SMILES string: OC(O)NF
Highest occupied orbital energy: -10.2 eV
Maximum force: 2.484 eV Å⁻¹
Calculated total energy: -9401.7726 eV
Molecular weight: 81.0 g mol⁻¹


# CH4IN2

A 2-piece molecular cluster, CH4IN2 overall in a non-equilibrium geometry (ωB97M-V with the def2-TZVPD basis set, OMol25).

```
8
CH4IN2 | OMol25 | ωB97M-V with the def2-TZVPD basis set
C 0.90457 0.21495 -1.08238
N 0.87868 -0.84712 -0.38728
N 0.86712 1.15410 -1.76789
I -2.17778 0.50203 2.42280
H 1.05274 -1.79776 -0.66857
H 0.49928 -0.58063 0.53602
H -3.02876 -0.59904 3.31911
H 1.00414 1.95347 -2.37182
```

Results
Energy relative to the best compared isomer or geometry (same formula, charge and spin): 1.718 eV
Highest occupied orbital energy: -13.2 eV
Charge: +1
Maximum force: 3.433 eV Å⁻¹
Calculated total energy: -12174.2077 eV
Molecular weight: 171.0 g mol⁻¹


# CH4IN2O

An isolated ion of composition CH4IN2O and charge +1 in a non-equilibrium geometry (ωB97M-V with the def2-TZVPD basis set, OMol25).

```
9
CH4IN2O | OMol25 | ωB97M-V with the def2-TZVPD basis set
C 0.08406 0.25565 -0.19822
N 1.00517 0.27070 -1.11831
N -0.29595 -0.88042 0.34418
O -1.08376 -0.79888 1.50195
I -0.78254 2.30660 0.50742
H 1.21057 -0.44532 -1.81124
H 1.46263 1.14311 -1.29511
H 0.16853 -1.71342 0.51006
H -1.76873 -0.13801 1.55927
```

Results
Multiplicity: 3
Energy relative to the best compared isomer or geometry (same formula, charge and spin): 0.266 eV
Highest occupied orbital energy (alpha / beta): -12.4 / -14.6 eV
Charge: +1
Maximum force: 4.367 eV Å⁻¹
Calculated total energy: -14217.8396 eV
Molecular weight: 187.0 g mol⁻¹


# CH4IN3O2

CH4IN3O2 as an isolated structure in a non-equilibrium geometry (ωB97M-V with the def2-TZVPD basis set, OMol25).

```
11
CH4IN3O2 | OMol25 | ωB97M-V with the def2-TZVPD basis set
C 0.06815 0.16870 -0.05445
N -1.34148 0.46711 1.59600
N 1.77874 0.20778 -1.60731
N -0.26605 -0.10063 1.23881
O -0.60921 0.87376 -0.77095
O 1.32445 -0.14241 -0.29559
I -0.58357 -2.61924 0.51142
H -1.72708 0.89398 0.76943
H -1.63974 0.08904 2.47041
H 1.04064 0.86117 -1.83262
H 1.95517 -0.69927 -2.02514
```

Results
Energy relative to the best compared isomer or geometry (same formula, charge and spin): 0.739 eV
Highest occupied orbital energy (alpha / beta): -9.4 / -9.0 eV
Maximum force: 3.767 eV Å⁻¹
Calculated total energy: -17763.9947 eV
Molecular weight: 217.0 g mol⁻¹